A | A cluster of 2 separate species, C3H12N2OS in total. Source: the OMol25 dataset; level of theory: the ωB97M-V functional and the def2-TZVPD basis.

Its gap between HOMO and LUMO is 9.9 eV. Its charge is 0. As for the HOMO energy: -9.1 eV.

Each line ends with the natural charge from an NBO analysis.
Atoms and positions in Å:
N1 -1.39257 -1.57837 -1.22078  -0.82
C1 -0.52192 -1.66172 -0.08682  -0.21
C2 0.32423 -0.42360 0.20572  -0.08
N2 -0.54035 0.71623 0.43107  -0.86
C3 1.25986 -0.73655 1.36931  -0.53
S1 2.41331 0.61378 1.75537  -0.04
H1 -1.89936 -0.70041 -1.16841  0.36
H2 -0.90130 -1.51558 -2.10328  0.35
H3 -1.12702 -1.79739 0.81820  0.18
H4 0.13594 -2.53003 -0.15196  0.19
H5 0.99036 -0.16859 -0.62489  0.18
H6 -0.97680 0.68849 1.35028  0.36
H7 0.00325 1.57768 0.46813  0.37
H8 0.68816 -0.91216 2.28821  0.22
H9 1.82309 -1.64964 1.19897  0.22
H10 2.99926 0.62941 0.55122  0.12
O1 -0.83309 3.42801 -1.59234  -0.95
H11 -1.00605 2.58736 -1.14840  0.48
H12 -1.43902 3.43309 -2.33960  0.47

---

B | A cluster of 2 separate species, C3H12N2OS in total. Source: the OMol25 dataset; level of theory: the ωB97M-V functional and the def2-TZVPD basis.

Its gap between HOMO and LUMO is 9.4 eV. Its charge is 0. As for the HOMO energy: -8.8 eV.

Each line ends with the natural charge from an NBO analysis.
Atoms and positions in Å:
N1 -0.35359 -1.78770 -0.61481  -0.86
C1 -0.82971 -0.40690 -0.46346  -0.23
C2 -0.24708 0.28688 0.77650  -0.06
N2 1.26534 0.42530 0.77644  -0.88
C3 -0.94456 1.60341 1.04096  -0.53
S1 -0.04931 2.60561 2.24268  -0.07
H1 -0.42502 -2.26219 0.29303  0.36
H2 -1.00879 -2.33956 -1.17505  0.37
H3 -0.48992 0.21898 -1.30948  0.18
H4 -1.95603 -0.46321 -0.40412  0.19
H5 -0.47615 -0.30941 1.70824  0.19
H6 1.69021 -0.31349 1.31165  0.37
H7 1.83133 0.42331 -0.11281  0.39
H8 -1.08945 2.12352 0.07595  0.21
H9 -1.88928 1.32665 1.52957  0.23
H10 1.16995 2.02824 2.27082  0.17
O1 1.66119 -1.10224 -2.84823  -0.94
H11 1.26926 -1.49096 -2.06590  0.48
H12 0.87161 -0.56625 -3.03200  0.45

---

Ordering by calculated energy gives the sequence A, B, with the first entry being the most stable.

---

A | A cluster of 2 separate species, C3H12N2OS in total. Source: the OMol25 dataset; level of theory: the ωB97M-V functional and the def2-TZVPD basis.

Its gap between HOMO and LUMO is 9.2 eV. Its charge is 0. As for the HOMO energy: -8.6 eV.

Each line ends with the natural charge from an NBO analysis.
Atoms and positions in Å:
N1 -1.87326 1.46333 -0.79065  -0.86
C1 -1.75025 0.21430 0.07680  -0.06
N2 -0.31980 -0.27511 0.17597  -0.65
C2 -0.00544 -1.10844 -1.04836  -0.26
C3 1.33057 -1.70160 -0.70304  -0.48
S1 2.41496 -0.20641 -0.26887  -0.07
H1 -1.75420 1.29678 -1.80454  0.36
H2 -1.25666 2.14181 -0.38070  0.37
H3 -2.38798 -0.59445 -0.29427  0.16
H4 -2.08061 0.50006 1.10419  0.19
H5 -0.23768 -0.85743 1.04088  0.35
H6 0.00204 -0.51101 -1.94402  0.20
H7 -0.65878 -1.96868 -1.29015  0.18
H8 1.91479 -2.07943 -1.56448  0.23
H9 1.40990 -2.41941 0.15063  0.22
H10 2.25347 -0.41491 1.05298  0.11
O1 0.69365 2.46430 2.22511  -0.94
H11 0.83660 1.82614 1.50680  0.48
H12 1.46868 2.23016 2.75572  0.46

---

B | A cluster of 2 separate species, C3H12N2OS in total. Source: the OMol25 dataset; level of theory: the ωB97M-V functional and the def2-TZVPD basis.

Its gap between HOMO and LUMO is 9.9 eV. Its charge is 0. As for the HOMO energy: -9.2 eV.

Each line ends with the natural charge from an NBO analysis.
Atoms and positions in Å:
N1 -2.48400 0.46834 1.32706  -0.81
C1 -2.03361 -0.70323 0.56125  -0.06
N2 -0.56466 -0.81686 0.54730  -0.65
C2 0.09428 0.03324 -0.44803  -0.22
C3 0.42812 -0.62669 -1.82430  -0.55
S1 1.84981 0.21232 -2.52850  -0.02
H1 -1.88518 1.24912 1.06560  0.34
H2 -2.14984 0.31484 2.27210  0.35
H3 -2.45740 -0.53502 -0.43734  0.15
H4 -2.50265 -1.59747 0.97317  0.19
H5 -0.32057 -1.80317 0.45284  0.36
H6 1.02941 0.37436 -0.00649  0.18
H7 -0.61919 0.84168 -0.60240  0.19
H8 -0.42897 -0.71425 -2.48642  0.22
H9 0.72208 -1.65935 -1.59870  0.22
H10 1.37297 1.49321 -2.37095  0.12
O1 3.60818 1.41814 1.60927  -0.93
H11 2.90175 1.08546 1.06659  0.46
H12 3.43947 0.96532 2.42796  0.46

---

Ordering by calculated energy gives the sequence B, A, with the first entry being the most stable.

---

A | An isolated molecule of C4H9NOS. Source: the OMol25 dataset; level of theory: the ωB97M-V functional and the def2-TZVPD basis.

Its gap between HOMO and LUMO is 10.2 eV. Its charge is 0. As for the HOMO energy: -9.4 eV.

Each line ends with the natural charge from an NBO analysis.
Atoms and positions in Å:
C1 0.36414 0.12179 -1.36832  -0.63
C2 0.20383 -0.12230 0.12209  -0.05
C3 0.71097 1.05523 0.97803  -0.51
S1 2.49241 1.36906 0.80058  -0.02
N1 -1.12733 -0.44822 0.53937  -0.62
C4 -1.97269 -1.36055 -0.00771  0.54
O1 -1.74546 -2.02789 -0.98668  -0.60
H1 -0.61825 0.32023 -1.80998  0.23
H2 0.97168 0.99933 -1.58990  0.22
H3 0.79732 -0.72392 -1.88489  0.23
H4 0.92286 -0.91582 0.38379  0.18
H5 0.45193 0.87662 2.00972  0.21
H6 0.17961 1.96806 0.68439  0.22
H7 2.75148 0.18386 0.24564  0.12
H8 -1.46540 0.09459 1.31772  0.39
H9 -2.91711 -1.39007 0.56616  0.11

---

B | A structure of composition C4H9NOS. Source: the OMol25 dataset; level of theory: the ωB97M-V functional and the def2-TZVPD basis.

Its gap between HOMO and LUMO is 9.8 eV. Its charge is 0. As for the HOMO energy: -9.1 eV.

Each line ends with the natural charge from an NBO analysis.
Atoms and positions in Å:
C1 -0.11796 -0.18922 -0.39121  0.36
C2 0.68872 -2.37421 -1.13825  -0.39
C3 -0.06296 0.02202 2.25165  -0.24
C4 -0.58404 2.50365 -0.97795  -0.79
N1 -0.03737 -1.40176 -0.23625  -0.47
O1 -0.55310 0.60868 1.18808  -0.64
S1 -0.08662 0.93669 -1.63950  0.31
H1 0.90948 -3.25880 -0.67610  0.20
H2 1.56682 -2.01258 -1.49126  0.19
H3 -0.07887 -2.61165 -2.01899  0.20
H4 -0.81371 -0.06102 2.99301  0.16
H5 0.76837 0.53101 2.72625  0.15
H6 0.12704 -1.05146 1.93900  0.17
H7 -0.65732 2.22988 0.12009  0.32
H8 -1.33958 2.92561 -1.61908  0.24
H9 0.27108 3.20316 -1.02951  0.22

---

Ordering by calculated energy gives the sequence A, B, with the first entry being the most stable.

---

A | An isolated molecule of C4H9NOS. Source: the OMol25 dataset; level of theory: the ωB97M-V functional and the def2-TZVPD basis.

Its gap between HOMO and LUMO is 9.7 eV. Its charge is 0. As for the HOMO energy: -9.1 eV.

Each line ends with the natural charge from an NBO analysis.
Atoms and positions in Å:
C1 1.99720 -0.38274 -1.17942  -0.44
N1 1.91842 0.20102 0.17127  -0.63
C2 0.76833 0.16750 1.04357  0.68
O1 0.63722 0.50924 2.25419  -0.61
C3 -0.18365 -0.89033 0.57868  -0.56
C4 -1.63561 -0.58705 0.35676  -0.38
S1 -1.59434 0.59585 -1.27377  -0.21
H1 2.58982 0.22859 -1.86324  0.22
H2 0.99078 -0.26186 -1.61528  0.23
H3 2.21893 -1.42552 -1.28532  0.20
H4 2.63006 0.71053 0.66443  0.40
H5 0.22942 -1.58667 -0.09451  0.23
H6 -0.25211 -1.51266 1.51256  0.26
H7 -2.11544 0.17405 0.99102  0.24
H8 -2.32523 -1.43545 0.11588  0.23
H9 -2.66114 0.24993 -2.07509  0.14

---

B | An isolated molecule of C4H9NOS. Source: the OMol25 dataset; level of theory: the ωB97M-V functional and the def2-TZVPD basis.

Its gap between HOMO and LUMO is 10.1 eV. Its charge is 0. As for the HOMO energy: -9.4 eV.

Each line ends with the natural charge from an NBO analysis.
Atoms and positions in Å:
N1 -1.05070 1.36782 -0.12582  -0.83
C1 -0.69309 0.07301 0.43990  -0.16
C2 -1.95577 -0.76810 0.50429  0.46
O1 -2.78845 -0.72517 -0.35723  -0.52
C3 0.32684 -0.71875 -0.38415  -0.42
C4 1.67517 -0.01000 -0.59729  -0.50
S1 2.65628 0.25645 0.92338  -0.05
H1 -0.25796 1.96997 -0.27674  0.36
H2 -1.56373 1.22098 -0.97240  0.37
H3 -0.32692 0.21412 1.45708  0.19
H4 -2.02397 -1.42534 1.38858  0.11
H5 0.51449 -1.70606 0.04668  0.21
H6 -0.06003 -0.87660 -1.39009  0.22
H7 1.55856 0.93438 -1.11118  0.21
H8 2.27288 -0.71853 -1.16170  0.23
H9 1.71640 0.91183 1.61668  0.11

---

C | An isolated molecule of C4H9NOS. Source: the OMol25 dataset; level of theory: the ωB97M-V functional and the def2-TZVPD basis.

Its gap between HOMO and LUMO (alpha / beta) is 6.1 / 9.4 eV. Its charge is 0. As for the HOMO energy (alpha / beta): -7.8 / -9.0 eV.

Each line ends with the natural charge from an NBO analysis.
Atoms and positions in Å:
C1 0.13736 -0.80529 0.15491  -0.48
C2 -1.04157 -0.74980 -0.94712  -0.55
C3 1.56359 -0.45530 -0.11266  -0.07
C4 2.21287 0.74390 0.42956  -0.68
N1 -2.20348 1.53006 -0.30764  -0.92
O1 -2.72727 -0.51463 1.14537  -0.94
S1 -2.59852 0.00970 -0.21840  1.53
H1 0.12060 -1.85081 0.47602  0.22
H2 -0.22181 -0.19644 0.98909  0.22
H3 -0.77324 -0.11792 -1.78883  0.24
H4 -1.30396 -1.74727 -1.28706  0.22
H5 2.11623 -1.07890 -0.79950  0.17
H6 2.96263 1.13833 -0.25403  0.22
H7 2.73943 0.47891 1.35511  0.22
H8 1.49241 1.52159 0.68145  0.22
H9 -2.47528 2.09387 0.48374  0.37

---

D | An isolated molecule of C4H9NOS. Source: the OMol25 dataset; level of theory: the ωB97M-V functional and the def2-TZVPD basis.

Its gap between HOMO and LUMO is 9.8 eV. Its charge is 0. As for the HOMO energy: -9.3 eV.

Each line ends with the natural charge from an NBO analysis.
Atoms and positions in Å:
C1 0.17492 1.09664 -0.95293  -0.62
C2 -0.35734 -0.12216 -0.22481  -0.06
C3 -0.80948 0.14318 1.23127  -0.50
S1 -1.89641 1.61593 1.45371  -0.13
N1 0.71247 -1.11910 -0.06673  -0.67
C4 1.35067 -2.03627 -1.02994  0.55
O1 1.43982 -1.77575 -2.20864  -0.56
H1 0.61056 1.00746 -1.95363  0.25
H2 0.82794 1.53336 -0.17792  0.20
H3 -0.80591 1.72845 -1.05982  0.22
H4 -1.23464 -0.45885 -0.67576  0.19
H5 -1.22183 -0.83170 1.62515  0.25
H6 0.11789 0.50002 1.66040  0.22
H7 -1.55084 2.86928 1.95121  0.19
H8 0.86557 -1.33270 0.95334  0.38
H9 1.77659 -2.81779 -0.52489  0.12

---

Ordering by calculated energy gives the sequence B, A, D, C, with the first entry being the most stable.

---

A | An isolated molecule of C4H9NOS. Source: the OMol25 dataset; level of theory: the ωB97M-V functional and the def2-TZVPD basis.

Its gap between HOMO and LUMO is 10.0 eV. Its charge is 0. As for the HOMO energy: -9.2 eV.

Each line ends with the natural charge from an NBO analysis.
Atoms and positions in Å:
O1 -0.63652 1.05247 -2.94155  -0.60
C1 -0.54969 1.34339 -1.77230  0.53
N1 0.42363 0.88568 -0.94432  -0.63
C2 0.40417 0.98933 0.49536  -0.22
C3 -0.36344 -0.13418 1.19094  -0.43
C4 0.26382 -1.51060 1.00996  -0.51
S1 -0.32450 -2.50615 -0.41241  -0.05
H1 -1.22256 2.04715 -1.24701  0.10
H2 1.11491 0.30664 -1.39717  0.40
H3 0.03750 1.96490 0.80215  0.21
H4 1.44164 0.92513 0.81657  0.20
H5 -1.37933 -0.18641 0.80320  0.22
H6 -0.43065 0.08871 2.25377  0.21
H7 -0.00274 -2.13993 1.85240  0.23
H8 1.34840 -1.47367 0.91306  0.21
H9 -0.12465 -1.65246 -1.42264  0.12

---

B | An isolated molecule of C4H9NOS. Source: the OMol25 dataset; level of theory: the ωB97M-V functional and the def2-TZVPD basis.

Its gap between HOMO and LUMO is 9.2 eV. Its charge is 0. As for the HOMO energy: -8.4 eV.

Each line ends with the natural charge from an NBO analysis.
Atoms and positions in Å:
C1 -0.78168 0.15024 -1.23302  -0.60
C2 -0.84458 0.64337 1.05562  -0.74
C3 0.31534 -0.04331 -0.18373  0.22
C4 1.77110 0.47708 -0.19436  -0.63
N1 0.39862 -1.35857 0.05326  -0.84
O1 -2.52393 -1.24964 0.26240  -0.98
S1 -2.16448 0.16986 -0.03452  1.25
H1 -0.75689 1.22245 -1.61134  0.22
H2 -0.91784 -0.51235 -2.02433  0.23
H3 -0.59549 -0.07941 1.88583  0.24
H4 -0.60978 1.61491 1.44345  0.24
H5 1.66446 1.65213 -0.36734  0.20
H6 2.44258 0.24578 -1.02997  0.24
H7 2.09512 0.36591 0.82658  0.22
H8 1.03285 -1.54326 0.83888  0.35
H9 -0.52539 -1.75520 0.31258  0.40

---

Ordering by calculated energy gives the sequence A, B, with the first entry being the most stable.